ORCA calculation (ωB97M-V/def2-TZVPD) on a gas-phase ion, C7H8ClN2O2S (charge +1) in a non-equilibrium geometry.

Element x y z (Å)
C -0.277 -0.759 3.282
C -0.670 -0.510 1.969
C 1.040 -0.364 3.570
C 0.346 0.088 1.202
C 0.267 0.384 -0.178
C -2.253 -0.181 -2.340
C 1.494 0.355 -2.413
N 1.286 -0.053 -0.930
N -0.887 0.920 -0.540
O -2.674 -0.864 -1.482
O -1.311 1.200 -1.756
S 1.791 0.190 2.178
Cl -2.545 0.054 -3.914
H -1.002 -1.334 3.860
H -1.536 -0.914 1.502
H 1.743 -0.567 4.370
H 2.383 -0.170 -2.822
H 0.475 0.208 -2.979
H 1.669 1.439 -2.336
H 2.065 -0.442 -0.458
H -1.403 1.319 0.215

As for the net charge: +1. The strongest force on any atom comes out at 0.08133 Eh/bohr. For the LUMO energy, the calculation gives -4.0 eV. Its HOMO-LUMO gap is 8.88 eV. The calculation puts the energy relative to the best compared isomer or geometry (same formula, charge and spin) at 31.9 kcal per mole.



ORCA calculation (ωB97M-V/def2-TZVPD) on a gas-phase ion, C7H8ClN3 (charge +2) in a non-equilibrium geometry.

Element x y z (Å)
C -2.565 0.109 0.452
C -2.024 1.112 -0.323
C 1.479 -0.026 -0.232
C -1.682 -0.916 0.867
C 0.670 2.227 -2.442
C -0.658 1.117 -0.662
C 2.202 -1.178 0.198
N -0.427 -0.900 0.572
N -0.220 2.162 -1.460
N 0.133 0.088 -0.144
Cl 1.063 3.568 -3.244
H -3.610 0.095 0.724
H -2.662 1.904 -0.693
H 1.998 0.810 -0.696
H -2.009 -1.761 1.459
H 2.882 -0.923 1.029
H 1.572 -2.017 0.488
H 2.942 -1.458 -0.568
H -0.891 2.947 -1.397

As for the net charge: +2. The strongest force on any atom comes out at 0.02753 Eh/bohr. For the LUMO energy (spin up / spin down), the calculation gives -11.4 / -10.6 eV. Its HOMO-LUMO gap (spin up / spin down) is 5.00 / 8.38 eV. The calculation puts the energy relative to the best compared isomer or geometry (same formula, charge and spin) at 72.5 kcal per mole.



ORCA calculation (ωB97M-V/def2-TZVPD) on a molecular structure, C7H8ClNOS.

Element x y z (Å)
C 3.030 -0.639 -1.238
C 1.168 -0.932 -2.427
C -0.189 -0.867 -2.565
C 0.393 -0.118 -0.482
C 1.533 -0.474 -1.150
C -2.117 1.516 2.466
C -1.462 0.220 2.914
H 3.471 -1.386 -0.575
H 3.616 0.283 -1.213
H -0.877 -1.105 -3.366
H -1.612 -0.199 -1.144
H 0.201 0.278 0.505
H -1.538 2.363 2.843
H -3.125 1.574 2.885
H -1.140 -0.470 2.108
N -0.643 -0.363 -1.357
O -1.308 -0.028 4.081
S 2.819 -1.289 -2.978
Cl -2.221 1.633 0.697

The strongest force on any atom comes out at 0.01091 Eh/bohr. For the LUMO energy, the calculation gives 0.4 eV. Its HOMO-LUMO gap is 8.23 eV. The calculation puts the energy relative to the best compared isomer or geometry (same formula, charge and spin) at 4.5 kcal per mole.